(1)
ORCA calculation (the ωB97M-V functional and the def2-TZVPD basis) on a 3-piece molecular cluster, C16H29NO11S overall at a distorted geometry.

Summary:
Gap between HOMO and LUMO = 9.283 eV
E_HOMO = -8.67 eV
Energy = -51908.89777 eV
LUMO = 0.61 eV

Cartesian coordinates (Å):
N 1.7251 0.6581 1.4786
C 2.0741 0.3187 0.0752
C 0.7823 0.0176 -0.7409
C 0.5070 -1.5128 -0.7303
C -0.9666 -1.8859 -0.6233
O -1.5452 -1.4803 0.6382
S -3.0294 -2.1219 0.9071
O -3.5484 -2.6592 -0.3248
O -3.9252 -0.7560 1.1814
C -5.2933 -1.0628 1.4349
C -6.0774 0.2733 1.3198
C -6.9271 0.2320 0.0301
C -7.8886 1.3969 -0.0992
O -8.8534 1.4530 0.5322
O -7.6055 2.3932 -1.0220
H 2.6185 0.6095 1.9690
H 1.4998 1.6538 1.4999
H 2.5927 1.1637 -0.4067
H 2.7331 -0.5432 0.0650
H 1.0320 0.3146 -1.7651
H -0.0304 0.6165 -0.3252
H 1.0434 -2.0258 0.0670
H 0.8610 -1.9079 -1.6766
H -1.5324 -1.5221 -1.4863
H -1.0225 -2.9817 -0.6774
H -5.4674 -1.4392 2.4516
H -5.7039 -1.7831 0.7225
H -5.3371 1.0768 1.3232
H -6.7463 0.4343 2.1700
H -6.2331 0.1746 -0.8138
H -7.5441 -0.6682 0.0824
H -7.9752 2.0913 -1.8652
C 2.7587 -3.8270 -5.5755
C 3.5654 -3.4762 -4.3496
C 3.9886 -4.6616 -3.5218
O 4.1304 -4.0794 -2.2207
C 3.2799 -3.0197 -2.1661
O 3.0000 -2.4261 -1.1761
O 2.7851 -2.7329 -3.4009
H 2.4603 -2.9223 -6.1059
H 3.3377 -4.4535 -6.2545
H 1.8416 -4.3514 -5.3025
H 4.4255 -2.8605 -4.6294
H 4.9275 -5.0984 -3.8556
H 3.2262 -5.4430 -3.4683
C 4.8088 5.0087 3.2231
C 3.3237 5.0218 3.4903
C 2.8901 4.1516 4.6411
O 1.5363 3.8477 4.2895
C 1.4578 3.8967 2.9329
O 0.5314 3.5130 2.2967
O 2.5888 4.4408 2.4034
H 5.0453 5.6318 2.3602
H 5.3615 5.3838 4.0851
H 5.1547 4.0003 2.9902
H 2.9740 6.0507 3.6175
H 2.9361 4.6632 5.6003
H 3.4480 3.2138 4.7055


(2)
ORCA calculation (the ωB97M-V functional and the def2-TZVPD basis) on C4H7NO3S as an isolated structure at a distorted geometry.

Summary:
Gap between HOMO and LUMO = 7.729 eV
E_HOMO = -8.94 eV
Energy above the lowest of the compared OMol25 structures with the same formula, charge and spin = 126.9 kcal per mole
Energy = -22723.15030 eV
LUMO = -1.21 eV

Cartesian coordinates (Å):
C -0.4839 -0.8226 1.1171
C 0.3972 1.0071 -0.1727
C 0.0779 -1.7477 0.1613
C 0.4760 1.6736 1.0211
N 1.4121 0.4932 -1.0326
O -0.7750 0.8173 -0.7865
O -2.5972 0.7055 0.8297
O -2.4349 -1.1330 -0.8450
S -1.8102 -0.2107 0.0910
H 0.7278 -2.6031 0.6837
H -0.4045 -2.1661 -0.7567
H 0.9527 -1.2968 -0.4845
H 1.3967 1.8828 1.4196
H -0.4805 1.9946 1.5480
H 2.3135 0.8205 -0.7812
H 1.2322 0.5856 -2.0122


(3)
ORCA calculation (the ωB97M-V functional and the def2-TZVPD basis) on a 13-piece molecular cluster, C22H69Cl2O17P overall at a distorted geometry.

Summary:
Gap between HOMO and LUMO = 8.589 eV
E_HOMO = -8.40 eV
Energy = -93066.78443 eV
LUMO = 0.19 eV

Cartesian coordinates (Å):
C 1.5770 2.8258 -1.5508
C 2.3944 2.1849 -0.4292
Cl 3.7588 3.2888 0.0550
C 2.8727 0.8141 -0.8652
Cl 4.1556 0.1631 0.1862
P 1.3044 -0.3580 -0.8681
C 2.2075 -1.9599 -0.9277
C 2.3199 -2.5890 0.4867
C 1.9191 -4.0393 0.4892
O 0.7681 -4.4228 0.5949
O 2.9613 -4.9107 0.3516
C -0.3544 -1.2973 -0.8768
O -1.4247 -0.3652 -0.7595
C -2.1128 -0.5008 0.4500
O -1.2586 -0.2839 1.5441
C -1.6589 0.7585 2.4257
C -1.0489 2.0986 2.0478
O 0.2492 2.2977 2.6229
H 1.6053 3.9140 -1.4461
H 1.9310 2.5674 -2.5485
H 0.5247 2.5560 -1.4327
H 1.7863 2.1072 0.4757
H 3.2394 0.8962 -1.8922
H 0.8841 0.2504 0.3493
H 0.9404 0.2335 -2.1051
H 3.1768 -1.9037 -1.4202
H 1.5698 -2.6047 -1.5430
H 3.3520 -2.4957 0.8237
H 1.6848 -2.0800 1.2174
H 2.8983 -5.5741 1.0657
H -0.4606 -1.8180 -1.8392
H -0.3892 -2.0496 -0.0786
H -2.5358 -1.5148 0.5275
H -2.9405 0.2162 0.4249
H -2.7474 0.8332 2.4820
H -1.2997 0.4881 3.4229
H -1.6756 2.9097 2.4329
H -0.9923 2.2033 0.9577
H 0.8295 1.5974 2.3053
C 1.4411 -8.2094 0.6174
O 2.6108 -7.6556 1.2193
H 0.6460 -8.1498 1.3552
H 1.1442 -7.6432 -0.2683
H 1.5970 -9.2554 0.3454
H 3.3255 -7.7100 0.5786
C 1.8260 6.5803 1.2016
O 2.2974 6.6925 -0.1373
H 1.4765 7.5659 1.5004
H 0.9941 5.8790 1.2890
H 2.6241 6.2715 1.8830
H 2.6064 5.8241 -0.4052
C 0.1126 4.9396 4.8426
O 0.2307 5.0486 3.4337
H 0.2031 5.9397 5.2622
H -0.8558 4.5225 5.1380
H 0.9062 4.3049 5.2484
H 0.1761 4.1521 3.0783
C -2.1725 3.7138 -3.1099
O -1.2288 2.6719 -2.9076
H -1.6217 4.6518 -3.1142
H -2.6895 3.6039 -4.0674
H -2.9169 3.7490 -2.3088
H -1.7041 1.8357 -2.9200
C -1.9097 1.7112 -6.5851
O -1.4861 0.8959 -5.4922
H -1.8447 2.7457 -6.2558
H -1.2540 1.5761 -7.4497
H -2.9372 1.4800 -6.8677
H -1.5334 -0.0206 -5.7736
C -5.8183 -0.1277 -6.6418
O -4.8249 0.2637 -7.5841
H -5.7205 0.5325 -5.7837
H -6.8253 -0.0233 -7.0532
H -5.6743 -1.1591 -6.3098
H -4.8991 -0.3099 -8.3503
C -1.2612 -3.4334 3.8679
O -1.9516 -3.4770 2.6212
H -1.9861 -3.6447 4.6513
H -0.4697 -4.1859 3.9110
H -0.8255 -2.4459 4.0430
H -1.3041 -3.2948 1.9310
C -4.2012 -1.0097 5.1931
O -3.9068 -0.7645 3.8225
H -4.3434 -0.0420 5.6681
H -5.1159 -1.5957 5.3115
H -3.3780 -1.5279 5.6925
H -3.7715 -1.6153 3.3912
C -1.4899 -4.4818 -3.0263
O -1.1185 -3.4894 -3.9788
H -1.0661 -4.1794 -2.0709
H -2.5759 -4.5503 -2.9247
H -1.0864 -5.4619 -3.2930
H -1.4808 -3.7403 -4.8311
C -2.0552 -6.8002 2.2474
O -2.8789 -6.4587 3.3516
H -1.8029 -7.8571 2.3112
H -2.5760 -6.6254 1.3017
H -1.1291 -6.2183 2.2575
H -3.0738 -5.5206 3.2584
C 6.4752 4.8352 -2.5146
O 5.1180 5.0715 -2.8584
H 7.0859 5.3152 -3.2761
H 6.7268 5.2678 -1.5422
H 6.7096 3.7668 -2.5003
H 4.5729 4.6494 -2.1895
C 3.4911 3.9221 3.9176
O 3.2660 2.7294 4.6685
H 2.8280 3.8927 3.0573
H 3.2537 4.8093 4.5100
H 4.5269 3.9841 3.5735
H 3.8450 2.7459 5.4334


(4)
ORCA calculation (the ωB97M-V functional and the def2-TZVPD basis) on a 7-piece molecular cluster, H14O7 overall at a distorted geometry.

Summary:
Gap between HOMO and LUMO = 11.128 eV
E_HOMO = -11.27 eV
Energy above the lowest of the compared OMol25 structures with the same formula, charge and spin = 68.1 kcal per mole
Energy = -14558.50642 eV
LUMO = -0.14 eV
Structure (SMILES) = O.O.O.O.O.O.O

Cartesian coordinates (Å):
H 0.5452 1.2340 -0.8203
H -0.9195 1.5460 -0.2846
H -1.6849 -1.6628 -1.5933
H -1.1794 -2.2434 -2.8573
H 1.1548 -2.3884 -1.7769
H 2.2387 -3.3920 -1.7541
H -4.0851 -1.3437 0.0236
H -3.7403 -2.5796 0.9954
H 0.6188 -2.3561 1.8626
H -0.1689 -2.1245 3.1766
H 3.4372 2.0699 0.9336
H 2.1998 1.6524 0.3197
H 0.8333 6.7806 0.9872
H 1.2308 5.4124 0.6909
O -0.4305 1.1828 -0.9549
O -1.7462 -2.4608 -2.1538
O 2.0251 -2.4986 -1.9229
O -4.1680 -1.7011 0.9643
O -0.2425 -2.5052 2.2941
O 3.0751 1.3527 0.3989
O 1.0064 6.0254 1.4713